Molecular formula: C5H8N3O2
Method: DFT, ωB97M-V with the def2-TZVPD basis set

```
! wB97M-V def2-TZVPD RIJCOSX def2/J DEFGRID3
* xyz -1 1
C 1.104 -1.401 -0.453
C 1.402 -0.237 0.080
C 2.254 0.893 -0.310
C 0.115 -2.276 0.310
C -1.169 1.322 1.256
N -2.050 1.739 -1.457
N -1.632 0.616 -1.001
N -1.261 0.354 0.153
O 3.267 0.289 -0.781
O 2.021 2.059 -0.137
H 1.639 -1.747 -1.464
H 0.831 -3.137 0.910
H -0.519 -2.890 -0.280
H -0.415 -1.568 0.917
H -1.204 0.543 2.135
H -0.223 1.785 1.204
H -1.980 2.077 1.405
H -2.179 1.579 -2.486
*
```

Summary:
gap between HOMO and LUMO (alpha / beta): 4.962 / 8.270 eV
relative energy (zero: lowest compared OMol25 entry of this formula, charge and spin): 458.3 kJ/mol
total energy: -509.86546 Ha

From a natural (NBO) analysis of the wavefunction, the atomic charges in e read: C -0.29; C 0.06; C 0.66; C -0.62; C -0.48; N -0.53; N 0.02; N -0.23; O -0.67; O -0.69; H 0.22; H 0.17; H 0.20; H 0.25; H 0.18; H 0.24; H 0.20; H 0.31

Molecular formula: C5H13N3
Method: DFT, ωB97M-V with the def2-TZVPD basis set

```
! wB97M-V def2-TZVPD RIJCOSX def2/J DEFGRID3
* xyz 0 1
C -1.969 -1.013 0.982
C -0.422 -0.806 -0.993
C 1.031 -1.066 -0.563
C 1.738 0.288 0.005
C -0.784 1.838 -0.386
H -1.422 -0.229 2.106
H -1.546 -2.329 0.942
H -3.082 -0.732 1.048
H -0.514 0.147 -1.637
H -0.790 -1.693 -1.546
H 0.826 -1.853 0.325
H 1.677 -1.343 -1.320
H 0.821 0.779 0.568
H 2.120 0.907 -1.020
H 3.277 0.856 1.456
H 3.775 0.233 0.061
H 0.162 1.423 -0.779
H -0.929 2.841 0.070
N -1.464 -0.295 -0.152
N 2.996 0.044 0.755
N -1.809 1.043 0.177
*
```

Summary:
gap between HOMO and LUMO: 8.696 eV
relative energy (zero: lowest compared OMol25 entry of this formula, charge and spin): 770.0 kJ/mol
total energy: -362.28900 Ha

From a natural (NBO) analysis of the wavefunction, the atomic charges in e read: C -0.39; C -0.25; C -0.42; C -0.24; C -0.27; H 0.13; H 0.21; H 0.22; H 0.21; H 0.22; H 0.21; H 0.21; H 0.22; H 0.16; H 0.36; H 0.35; H 0.21; H 0.21; N -0.36; N -0.84; N -0.18

Molecular formula: C31H28AsCrF6N5O11
Method: DFT, ωB97M-V with the def2-TZVPD basis set

```
! wB97M-V def2-TZVPD RIJCOSX def2/J DEFGRID3
* xyz 1 4
Cr -0.876 -2.994 0.627
As 2.802 -3.385 -0.080
F 4.523 -3.420 -0.350
F 2.624 -1.967 -1.051
F 0.963 -3.416 0.135
F 2.916 -4.806 0.927
F 2.925 -2.463 1.383
F 2.492 -4.386 -1.471
C -0.169 0.207 0.125
O -0.613 -0.987 0.686
H -0.178 0.013 -0.958
H -0.942 0.951 0.327
H 0.832 0.495 0.442
C -1.866 2.426 3.184
C -1.934 3.599 3.939
C -3.150 4.252 4.098
C -4.305 3.787 3.482
C -4.203 2.679 2.663
C -3.018 1.990 2.508
N -5.589 4.438 3.724
O -6.475 4.206 2.929
O -5.694 5.154 4.695
H -0.923 1.897 3.234
H -1.060 3.958 4.462
H -3.200 5.109 4.758
H -5.056 2.360 2.076
H -3.099 1.049 1.979
C -6.110 1.026 -2.385
C -6.827 0.319 -1.427
C -6.198 -0.628 -0.646
C -4.828 -0.842 -0.759
C -4.063 -0.132 -1.686
C -4.756 0.746 -2.504
N -4.230 -1.864 0.076
O -4.874 -2.480 0.876
O -3.017 -2.079 -0.108
H -6.598 1.852 -2.881
H -7.895 0.480 -1.358
H -6.785 -1.257 0.010
H -3.019 -0.320 -1.863
H -4.248 1.309 -3.280
C 1.666 -1.299 -5.559
C 2.003 -2.241 -4.596
C 1.085 -2.611 -3.617
C -0.192 -2.070 -3.665
C -0.562 -1.164 -4.663
C 0.404 -0.749 -5.559
N -1.185 -2.562 -2.724
O -0.841 -2.852 -1.590
O -2.298 -2.696 -3.133
H 2.392 -1.041 -6.318
H 3.016 -2.617 -4.584
H 1.309 -3.362 -2.869
H -1.550 -0.724 -4.664
H 0.116 0.020 -6.265
C 3.624 -0.053 4.979
C 2.509 0.274 4.246
C 1.653 -0.680 3.744
C 1.871 -2.000 4.155
C 2.961 -2.324 4.967
C 3.841 -1.352 5.421
N 1.063 -3.065 3.626
O 0.390 -2.823 2.618
O 1.075 -4.128 4.169
H 4.238 0.745 5.379
H 2.404 1.305 3.924
H 0.774 -0.447 3.162
H 3.113 -3.361 5.235
H 4.662 -1.573 6.085
C 3.173 1.215 -3.004
C 3.444 1.171 -1.631
C 4.547 1.874 -1.149
C 5.437 2.456 -2.022
C 5.197 2.466 -3.385
C 4.031 1.883 -3.861
N 6.651 3.077 -1.494
O 6.801 3.086 -0.298
O 7.473 3.477 -2.272
H 2.236 0.735 -3.263
H 2.962 0.465 -0.969
H 4.740 1.744 -0.093
H 5.815 2.956 -4.123
H 3.669 1.968 -4.878
*
```

Summary:
expectation value of S²: 3.917
gap between HOMO and LUMO (alpha / beta): 5.433 / 5.701 eV
total energy: -6178.25082 Ha

From a Mulliken analysis of the wavefunction, the atomic charges in e read: Cr 1.18; As 1.83; F -0.49; F -0.39; F -0.26; F -0.47; F -0.36; F -0.47; C -0.56; O 0.22; H 0.16; H 0.31; H 0.25; C -0.21; C -0.65; C -0.37; C -0.21; C -0.26; C -0.31; N 0.95; O -0.57; O -0.56; H 0.40; H 0.39; H 0.43; H 0.50; H 0.47; C -0.68; C -0.46; C -0.65; C 0.39; C 0.14; C -0.61; N 0.71; O -0.57; O -0.19; H 0.43; H 0.43; H 0.48; H 0.44; H 0.36; C -0.64; C -0.51; C -0.18; C 0.36; C -0.65; C -0.54; N 0.77; O -0.40; O -0.49; H 0.47; H 0.44; H 0.41; H 0.49; H 0.41; C -0.49; C -0.54; C 0.26; C 0.12; C -0.49; C -0.65; N 0.61; O -0.30; O -0.54; H 0.39; H 0.38; H 0.31; H 0.44; H 0.42; C -0.31; C -0.09; C -0.59; C -0.08; C -0.35; C -0.49; N 1.02; O -0.61; O -0.60; H 0.36; H 0.38; H 0.47; H 0.45; H 0.41

Molecular formula: C18H30N6O7
Method: DFT, ωB97M-V with the def2-TZVPD basis set

```
! wB97M-V def2-TZVPD RIJCOSX def2/J DEFGRID3
* xyz 0 1
O -1.217 1.620 -4.135
C -1.626 0.533 -3.763
N -2.563 -0.114 -4.516
C -3.095 -1.323 -4.082
N -2.719 -1.902 -2.960
C -1.739 -1.288 -2.182
C -1.120 -1.680 -0.920
C -1.450 -2.882 -0.084
N -0.645 -4.047 -0.500
C -1.082 -4.824 -1.692
C -2.061 -5.944 -1.286
O -3.224 -5.419 -0.635
C 0.126 -5.460 -2.419
O 0.931 -6.200 -1.495
C 1.006 -4.380 -3.062
O 1.538 -3.544 -2.029
C -0.215 -0.702 -0.577
N -0.249 0.266 -1.573
C -1.179 -0.093 -2.541
H -2.904 0.350 -5.346
H -3.856 -1.809 -4.686
H -2.523 -3.084 -0.136
H -1.216 -2.654 0.962
H -0.536 -4.688 0.289
H -1.589 -4.166 -2.400
H -2.369 -6.496 -2.180
H -1.562 -6.652 -0.616
H -3.582 -4.675 -1.152
H -0.240 -6.130 -3.203
H 1.449 -5.553 -0.979
H 0.409 -3.780 -3.757
H 1.821 -4.843 -3.627
H 0.792 -3.351 -1.408
H 0.410 -0.684 0.313
H 0.325 1.111 -1.600
C 2.110 6.787 2.825
N 2.798 6.017 1.788
C 2.856 4.687 1.657
O 3.519 4.214 0.740
C 2.085 3.771 2.625
N 0.623 3.936 2.512
C -0.177 4.357 3.489
C -1.660 4.331 3.202
O 0.236 4.761 4.568
C 2.465 2.290 2.432
C 1.880 1.394 3.523
O 2.008 1.825 1.179
H 2.461 7.821 2.813
H 1.034 6.784 2.644
H 2.304 6.366 3.814
H 3.322 6.532 1.095
H 2.400 4.051 3.630
H 0.192 3.583 1.671
H -1.997 3.297 3.161
H -1.857 4.822 2.250
H -2.185 4.856 3.999
H 3.551 2.198 2.467
H 2.195 1.754 4.503
H 2.240 0.375 3.386
H 0.792 1.396 3.473
H 2.558 2.286 0.530
*
```

Summary:
SMILES string: O=c1[nH]cnc2c(CN[C@H](CO)[C@H](O)CO)c[nH]c12.CNC(=O)[C@@H](NC(C)=O)[C@@H](C)O
gap between HOMO and LUMO: 9.172 eV
relative energy (zero: lowest compared OMol25 entry of this formula, charge and spin): 0.0 kJ/mol
total energy: -1559.16173 Ha

From a natural (NBO) analysis of the wavefunction, the atomic charges in e read: O -0.63; C 0.61; N -0.58; C 0.27; N -0.48; C 0.11; C -0.13; C -0.23; N -0.67; C -0.11; C -0.07; O -0.73; C 0.07; O -0.73; C -0.08; O -0.77; C 0.01; N -0.49; C 0.00; H 0.43; H 0.20; H 0.20; H 0.21; H 0.38; H 0.22; H 0.16; H 0.19; H 0.47; H 0.19; H 0.48; H 0.16; H 0.19; H 0.50; H 0.24; H 0.44; C -0.42; N -0.59; C 0.67; O -0.66; C -0.17; N -0.61; C 0.68; C -0.71; O -0.64; C 0.10; C -0.62; O -0.75; H 0.21; H 0.20; H 0.22; H 0.41; H 0.25; H 0.41; H 0.23; H 0.22; H 0.25; H 0.18; H 0.22; H 0.22; H 0.21; H 0.50

Molecular formula: C7H10
Method: DFT, ωB97M-V with the def2-TZVPD basis set

```
! wB97M-V def2-TZVPD RIJCOSX def2/J DEFGRID3
* xyz 0 1
C -3.463 1.109 -0.095
C -2.433 0.501 -0.103
C -1.397 -0.557 -0.296
C 0.105 -0.264 -0.017
C 0.257 1.147 0.550
C 1.124 -0.981 -0.435
C 2.552 -0.719 -0.029
H -4.266 1.724 0.169
H -1.993 -1.447 0.236
H -1.538 -0.914 -1.285
H 0.881 1.100 1.423
H -0.566 1.726 0.896
H 0.852 1.680 -0.103
H 1.033 -1.849 -1.010
H 3.076 0.069 -0.507
H 3.170 -1.598 -0.424
H 2.605 -0.727 1.030
*
```

Summary:
SMILES string: C#CC/C(C)=C/C
gap between HOMO and LUMO: 9.974 eV
relative energy (zero: lowest compared OMol25 entry of this formula, charge and spin): 342.7 kJ/mol
total energy: -272.58748 Ha

From a natural (NBO) analysis of the wavefunction, the atomic charges in e read: C -0.25; C -0.01; C -0.51; C 0.04; C -0.66; C -0.20; C -0.65; H 0.23; H 0.25; H 0.24; H 0.22; H 0.24; H 0.22; H 0.20; H 0.22; H 0.21; H 0.22

Molecular formula: C3H6N4O
Method: DFT, ωB97M-V with the def2-TZVPD basis set

```
! wB97M-V def2-TZVPD RIJCOSX def2/J DEFGRID3
* xyz 0 1
N -0.277 -0.911 2.472
C -0.205 -0.377 1.174
N 0.045 0.848 0.810
C 0.064 0.806 -0.592
N 0.363 1.867 -1.406
C -0.044 -0.498 -0.999
O -0.141 -1.118 -2.202
N -0.323 -1.248 0.110
H -0.222 -0.054 3.071
H 0.533 -1.528 2.652
H 1.137 2.390 -0.887
H -0.458 2.524 -1.359
H 0.179 -0.516 -2.956
H -0.652 -2.185 0.112
*
```

Summary:
SMILES string: Nc1nc(N)c(O)[nH]1
gap between HOMO and LUMO: 8.270 eV
relative energy (zero: lowest compared OMol25 entry of this formula, charge and spin): 74.9 kJ/mol
total energy: -412.18039 Ha

From a natural (NBO) analysis of the wavefunction, the atomic charges in e read: N -0.83; C 0.50; N -0.51; C 0.12; N -0.83; C 0.38; O -0.68; N -0.57; H 0.39; H 0.38; H 0.37; H 0.36; H 0.51; H 0.42

Molecular formula: C20H35N5O3
Method: DFT, ωB97M-V with the def2-TZVPD basis set

```
! wB97M-V def2-TZVPD RIJCOSX def2/J DEFGRID3
* xyz 0 1
C 4.471 0.675 -0.177
C 3.661 1.969 -0.181
C 4.542 3.137 -0.620
C 2.433 1.860 -1.103
N 1.226 1.453 -0.397
C 0.287 2.388 -0.108
O 0.354 3.528 -0.524
C -0.891 1.897 0.722
N -1.583 0.810 0.043
C -2.344 1.266 -1.111
C -3.642 2.000 -0.758
C -4.518 1.140 0.154
C -5.782 1.887 0.567
C -3.698 0.718 1.375
C -2.417 0.010 0.923
C 1.191 0.135 0.128
C 0.872 -0.910 -0.707
N 0.603 -0.661 -2.020
N 0.908 -2.209 -0.266
C 0.650 -3.348 -1.137
C -0.817 -3.820 -1.176
C -1.739 -2.891 -1.965
C -1.365 -4.027 0.233
C 1.327 -2.519 1.024
O 1.487 -3.658 1.398
N 1.544 -1.448 1.840
C 1.510 -0.090 1.510
O 1.734 0.747 2.361
H 5.311 0.760 0.509
H 3.863 -0.170 0.137
H 4.862 0.469 -1.172
H 3.302 2.165 0.834
H 5.411 3.219 0.027
H 4.887 2.990 -1.642
H 3.988 4.070 -0.571
H 2.632 1.150 -1.912
H 2.205 2.839 -1.530
H -0.509 1.537 1.678
H -1.530 2.770 0.915
H -1.701 1.919 -1.707
H -2.589 0.380 -1.710
H -4.177 2.240 -1.679
H -3.407 2.940 -0.257
H -4.809 0.235 -0.395
H -6.361 2.171 -0.309
H -5.527 2.790 1.118
H -6.404 1.262 1.204
H -4.280 0.045 2.008
H -3.441 1.598 1.967
H -1.817 -0.288 1.787
H -2.694 -0.896 0.373
H 0.062 -1.338 -2.530
H 0.365 0.302 -2.202
H 1.248 -4.166 -0.725
H 1.018 -3.128 -2.142
H -0.799 -4.789 -1.687
H -2.743 -3.308 -1.984
H -1.410 -2.788 -2.999
H -1.797 -1.911 -1.495
H -0.702 -4.664 0.812
H -2.346 -4.492 0.189
H -1.461 -3.074 0.750
H 1.820 -1.670 2.790
*
```

Summary:
SMILES string: CC(C)CN(C(=O)CN1CCC(C)CC1)c1c(N)n(CC(C)C)c(=O)[nH]c1=O
gap between HOMO and LUMO: 8.679 eV
relative energy (zero: lowest compared OMol25 entry of this formula, charge and spin): 0.0 kJ/mol
total energy: -1282.69084 Ha

From a natural (NBO) analysis of the wavefunction, the atomic charges in e read: C -0.60; C -0.24; C -0.60; C -0.22; N -0.46; C 0.70; O -0.62; C -0.33; N -0.46; C -0.22; C -0.42; C -0.22; C -0.60; C -0.41; C -0.21; C -0.13; C 0.49; N -0.80; N -0.45; C -0.23; C -0.22; C -0.63; C -0.62; C 0.80; O -0.63; N -0.64; C 0.64; O -0.63; H 0.21; H 0.20; H 0.20; H 0.23; H 0.21; H 0.20; H 0.21; H 0.19; H 0.24; H 0.24; H 0.20; H 0.21; H 0.18; H 0.21; H 0.20; H 0.19; H 0.21; H 0.20; H 0.21; H 0.21; H 0.20; H 0.20; H 0.18; H 0.40; H 0.42; H 0.26; H 0.20; H 0.21; H 0.22; H 0.20; H 0.21; H 0.24; H 0.21; H 0.20; H 0.43

Molecular formula: C5H9N
Method: DFT, ωB97M-V with the def2-TZVPD basis set

```
! wB97M-V def2-TZVPD RIJCOSX def2/J DEFGRID3
* xyz 0 1
C -0.688 -0.939 -0.592
C 0.467 -0.129 -1.144
C 0.930 0.662 0.099
C -0.543 1.140 0.732
C -0.556 -0.466 0.829
H -0.641 -2.021 -0.619
H -1.524 -0.461 -1.038
H 0.527 0.488 -2.227
H 1.258 -0.996 -1.069
H 1.892 1.311 -0.083
H -0.575 1.909 1.529
H -1.302 1.635 -0.005
H -1.435 -0.706 1.432
H 1.420 -1.144 0.968
N 0.770 -0.281 1.187
*
```

Summary:
gap between HOMO and LUMO: 10.489 eV
relative energy (zero: lowest compared OMol25 entry of this formula, charge and spin): 366.2 kJ/mol
total energy: -250.52747 Ha

From a natural (NBO) analysis of the wavefunction, the atomic charges in e read: C -0.45; C -0.43; C -0.06; C -0.40; C -0.06; H 0.21; H 0.22; H 0.23; H 0.19; H 0.22; H 0.23; H 0.17; H 0.21; H 0.32; N -0.60

Which of these has the highest total energy? C5H9N

Which of these has the lowest total energy? C31H28AsCrF6N5O11